Formula: C5H6O2
Source: the Open Molecules 2025 dataset
Level of theory: the ωB97M-V functional and the def2-TZVPD basis

Values from the calculation:
- LUMO (eV) = -0.1
- maximum force (eV Å⁻¹) = 1.42
- electronic energy (eV) = -9373.018

Each line ends with the Löwdin charge.
CARTESIAN COORDINATES (ANGSTROEM)
C -1.38001 -1.26891 -0.00783  -0.05
C -0.53701 -0.23979 0.68982  -0.21
O 1.11997 -0.78252 0.14405  0.03
C 1.88920 0.07859 -0.40001  -0.44
O 2.99544 0.07762 -0.84655  0.10
C -0.66377 1.11048 0.36798  -0.08
C 0.10603 1.93934 -0.18416  0.08
H -1.47817 -1.03615 -1.07041  0.09
H -2.37093 -1.28891 0.44924  0.09
H -0.91704 -2.25023 0.10683  0.09
H -0.33798 -0.44297 1.74158  0.14
H 1.26585 1.17537 -0.45548  0.08
H 0.30842 2.92809 -0.53508  0.07